The following is a DFT calculation (ωB97M-V/def2-TZVPD) of a 2-piece molecular cluster, C16H28F3N2O5S overall.

Output
spin multiplicity = 1
E_LUMO = -0.39 eV
largest force on an atom = 0.056 hartree/bohr
frontier orbital gap = 0.85 eV
total charge = -1

Last column: Löwdin charge in e.
Element x y z (Å)
C: -5.70814 -3.06549 0.87956  -0.10
C: -4.24007 -3.42964 0.64004  -0.26
C: -3.22991 -2.61194 1.46087  -0.21
C: -1.99206 -3.45689 1.88250  -0.20
C: -0.71503 -3.06541 1.15734  -0.22
C: -0.19181 -1.66243 1.51234  -0.22
C: 0.58534 -1.09934 0.31893  -0.20
C: 0.97972 0.37701 0.53683  -0.20
C: 2.50539 0.62880 0.68985  -0.17
C: 3.07467 1.63475 -0.28564  -0.13
N: 2.50205 2.97086 -0.16565  0.03
C: 1.52613 3.41379 0.68066  -0.03
C: 1.26525 4.68003 0.44859  -0.02
N: 2.13925 5.02374 -0.57310  0.16
C: 2.87241 4.00815 -0.91631  -0.23
C: 3.91429 3.93598 -1.96483  -0.02
C: 4.33753 5.27869 -2.55504  -0.28
O: 3.25187 6.11085 -2.88626  -0.01
C: 5.10192 4.98717 -3.86545  -0.61
F: 6.07412 4.09686 -3.68026  0.17
F: 4.23532 4.52887 -4.78481  0.15
F: 5.60362 6.11390 -4.37464  0.16
H: -6.09240 -2.36572 0.13505  0.05
H: -5.93051 -2.73256 1.89369  0.06
H: -6.26667 -3.99681 0.73042  0.06
H: -4.03569 -3.22913 -0.41746  0.10
H: -4.13095 -4.50788 0.77785  0.08
H: -3.72171 -2.29992 2.38190  0.09
H: -2.88339 -1.75358 0.87633  0.09
H: -1.88399 -3.44614 2.96805  0.11
H: -2.21421 -4.48582 1.60123  0.11
H: 0.06069 -3.79644 1.40796  0.11
H: -0.85984 -3.13392 0.07728  0.11
H: 0.48063 -1.75271 2.37034  0.11
H: -1.02530 -1.00611 1.76169  0.10
H: 1.44222 -1.72475 0.07233  0.11
H: -0.12519 -1.11209 -0.50642  0.11
H: 0.47713 0.74714 1.43055  0.10
H: 0.63093 0.97208 -0.31265  0.11
H: 3.02376 -0.31200 0.51448  0.11
H: 2.72407 0.89096 1.72671  0.12
H: 2.94077 1.25497 -1.29842  0.14
H: 4.15547 1.71303 -0.13722  0.13
H: 1.02790 2.79011 1.39822  0.13
H: 0.54907 5.32029 0.91578  0.13
H: 2.15244 5.96598 -0.93750  0.16
H: 3.64267 3.23993 -2.76372  0.15
H: 4.80130 3.51080 -1.49909  0.14
H: 5.05989 5.78869 -1.91084  0.16
H: 3.49061 7.03132 -2.71240  0.11
O: -6.05357 -8.44293 0.02776  -0.45
S: -6.27809 -7.39744 1.05933  0.18
O: -7.30860 -6.42735 0.58918  -0.46
O: -5.00035 -6.65843 1.30835  -0.47
O: -6.74095 -8.04185 2.31570  -0.44